Record 1
Formula: C2H9N3
Source: OMol25
Level of theory: wB97M-V/def2-TZVPD

Each line ends with the Löwdin charge.
Geometry (Å):
H: 1.1446 -0.0733 0.5634  0.078
C: -1.5493 0.7432 1.6156  -0.406
N: -1.3392 1.4842 0.5170  -0.205
C: 1.3577 -0.5006 -0.4183  -0.414
H: -0.2350 0.6598 -1.0343  0.001
H: -1.8165 1.0945 2.6223  -0.059
N: 0.6574 0.2928 -1.3859  -0.028
H: -1.5163 2.4800 0.5723  -0.057
H: 0.5624 -0.1326 -2.2959  0.032
H: -1.4816 -0.3469 1.6028  -0.065
N: 0.9467 -1.8981 -0.2797  -0.026
H: 2.4395 -0.3702 -0.5012  0.077
H: 0.1580 -1.9482 0.3552  0.037
H: 0.6531 -2.3216 -1.1495  0.035

Atomic forces in eV per Å
H -0.136 0.278 -0.039
C -0.319 -0.331 1.391
N 0.287 -0.156 -1.505
C -0.634 0.390 0.699
H 0.041 -0.005 0.334
H 0.033 0.338 -0.212
N 0.125 0.507 -0.364
H -0.087 -0.072 0.634
H 0.063 -0.189 0.013
H 0.091 0.043 -0.441
N 0.368 -0.528 0.315
H 0.133 -0.550 -0.540
H -0.026 0.089 -0.140
H 0.061 0.187 -0.145

Its expectation value of S² is 0.75. The maximum force comes out at 1.54 eV/A. The lowest unoccupied orbital energy (alpha / beta) is 4.52 / 4.49 eV. The gap between HOMO and LUMO (alpha / beta) comes out at 3.84 / 7.89 eV. Its electronic energy is -6688.120 eV. The multiplicity is 2. As for the highest occupied orbital energy (alpha / beta): 0.025 / -0.125 Ha. Its charge is -1.

Record 2
Formula: C4H5N3S
Source: OMol25
Level of theory: wB97M-V/def2-TZVPD

Each line ends with the Löwdin charge.
Geometry (Å):
N: 1.0663 -1.0575 1.9723  0.116
N: 0.3862 -1.2825 -0.3628  0.025
C: 0.1036 0.9504 -1.4972  -0.098
H: -0.0560 1.2868 -2.5885  0.139
C: -0.4711 0.6961 1.0414  -0.610
H: -2.0103 0.8507 -0.4929  0.131
C: 0.5675 -0.5284 0.9672  -0.367
H: 0.1378 -2.2431 -0.3736  0.094
N: -0.4461 -0.4178 -1.2013  -0.058
C: -0.9080 0.8516 -0.4505  -0.256
H: 1.0106 1.2696 -1.3193  0.049
H: 1.8509 -1.8384 2.0011  0.125
S: -1.2314 1.4627 2.3041  0.708

Atomic forces in eV per Å
N 3.204 -0.558 1.749
N 1.040 5.667 1.375
C -4.398 -1.897 -3.780
H -0.700 -0.504 1.846
C -0.243 -0.192 -1.397
H 0.725 1.110 -0.520
C -2.382 -2.883 -1.348
H -0.666 -0.489 0.334
N 0.850 0.837 0.325
C -1.227 -2.463 2.182
H 4.855 0.924 1.925
H -2.709 1.858 -0.920
S 1.650 -1.412 -1.770

The maximum force comes out at 6.10 eV/A. The lowest unoccupied orbital energy is -1.13 eV. The gap between HOMO and LUMO comes out at 7.67 eV. Its SMILES is [H]/N=C1\NN2C[C@@H]2C1=S. Its electronic energy is -19529.549 eV. The multiplicity is 1. As for the highest occupied orbital energy: -0.324 Ha.

Record 3
Formula: C5H14N6
Source: OMol25
Level of theory: wB97M-V/def2-TZVPD

Each line ends with the Löwdin charge.
Geometry (Å):
H: -2.2507 3.4872 0.5671  0.172
N: -1.6491 2.7074 0.8765  0.244
H: -2.5211 0.3463 -3.8126  0.126
H: 1.1921 -0.8159 -1.6542  0.114
H: -2.0179 1.9712 -4.0698  0.111
H: 0.8522 1.5331 -0.3023  0.186
H: 2.9043 -2.9574 2.6668  0.196
N: -0.2753 0.5560 -1.7245  0.067
N: -1.8836 2.0625 -1.3398  0.196
H: 1.3208 -3.3281 3.1303  0.076
N: 1.9522 -2.6121 3.0898  0.222
H: -0.9194 2.7244 1.5331  0.126
C: -1.3073 2.0030 -0.1785  -0.200
C: -0.1057 0.9097 -0.4465  -0.085
C: -1.2529 1.1465 -2.2942  -0.262
N: 1.3138 -1.1561 -0.7022  0.164
C: -1.6465 1.0112 -3.6871  0.035
H: -2.6948 2.6072 -1.7222  0.218
C: 0.7273 -0.5406 0.2736  -0.328
H: 2.0935 -1.8345 -0.5962  0.165
H: -0.7878 0.7178 -4.1947  0.083
H: 0.2649 -0.2745 2.1147  0.064
N: 0.8261 -0.8087 1.5134  0.088
H: 2.1350 -2.2942 4.0894  0.173
H: 1.4507 -1.8914 2.3906  0.052

Atomic forces in eV per Å
H 0.553 -0.039 1.550
N -0.635 -0.050 -2.473
H 0.631 -0.108 0.067
H -0.227 -0.076 0.336
H 0.339 -0.063 -0.047
H -1.238 -0.380 -0.377
H -2.349 0.725 1.070
N -1.071 -0.132 -3.676
N -1.321 -0.266 -2.947
H -1.827 -2.969 0.293
N 4.036 1.780 0.235
H 0.368 0.835 1.639
C 1.074 -2.567 0.276
C 2.530 0.949 3.596
C 0.889 -0.012 2.008
N 1.829 -1.175 -1.839
C -2.471 1.089 0.414
H 1.004 -0.358 1.221
C -2.202 2.307 0.761
H -1.073 0.747 0.357
H 1.153 -0.755 -1.247
H -0.873 1.033 0.745
N 0.419 -0.721 -0.496
H -0.283 -0.202 -1.706
H 0.745 0.407 0.242

The maximum force comes out at 4.50 eV/A. The lowest unoccupied orbital energy is -7.01 eV. The gap between HOMO and LUMO comes out at 9.66 eV. Its electronic energy is -14336.119 eV. The multiplicity is 1. As for the highest occupied orbital energy: -0.613 Ha. Its charge is +2.

Record 4
Formula: C15H50N14O9
Source: OMol25
Level of theory: wB97M-V/def2-TZVPD

Each line ends with the Löwdin charge.
Geometry (Å):
N: -23.0130 25.9699 3.0532  0.051
C: -25.0731 26.6217 4.1050  -0.147
H: -25.3580 21.0885 3.1510  0.089
H: -15.9866 21.5078 2.4202  0.110
H: -20.1772 21.4540 6.1112  0.088
N: -19.7720 25.8993 3.9336  0.176
O: -18.1747 22.2858 7.1466  -0.011
C: -28.5875 23.7349 2.4885  -0.428
H: -16.5200 22.5831 1.1745  0.129
H: -25.1044 24.7035 1.9274  0.053
C: -18.3757 21.0832 6.9037  -0.747
H: -28.2943 23.3318 0.5466  0.062
H: -21.4944 23.1847 1.7135  0.064
H: -27.4401 25.4556 4.8988  0.060
H: -26.8745 23.2309 3.9521  0.103
H: -25.9661 26.1106 1.3390  0.062
O: -22.7275 19.0962 3.0341  -0.035
N: -22.5444 21.6934 4.7014  0.195
N: -19.5398 20.7206 6.3870  0.151
H: -19.8914 19.7777 6.3021  0.055
H: -24.4165 25.7358 0.7092  0.064
H: -16.9466 20.0675 8.0213  0.112
H: -20.7098 25.5977 4.1566  0.063
H: -21.1458 16.5210 1.9954  0.038
N: -21.4845 17.4721 2.0261  0.111
O: -21.5439 25.0879 0.1368  -0.019
H: -21.6195 20.3336 3.1950  0.038
N: -20.9732 21.0965 3.3382  0.179
N: -29.0770 23.2566 1.1805  0.049
H: -28.3734 26.8994 4.4798  0.080
O: -23.0839 24.0272 6.6983  -0.133
C: -24.2455 23.4363 7.2282  -0.170
O: -21.4863 23.2995 3.6543  -0.009
H: -24.6199 27.4541 4.6434  0.115
H: -21.7580 16.2970 3.9046  -0.004
H: -18.7425 20.8204 3.9690  0.071
H: -22.9387 22.3002 5.4059  0.070
O: -17.5940 25.6416 4.5667  -0.049
O: -26.4274 22.4058 2.0150  -0.215
H: -23.1951 22.6727 -1.0015  0.112
H: -24.9914 25.7213 4.7139  0.108
O: -26.4699 26.9849 3.7958  -0.217
H: -25.1207 24.0805 7.3127  0.077
H: -20.4092 21.4578 2.5822  0.053
H: -23.0935 17.1201 4.6388  0.062
H: -29.0721 22.2500 1.2627  0.064
N: -17.9049 20.9717 3.4252  0.186
H: -29.4805 24.4401 4.3709  0.063
N: -22.8508 23.6199 -0.9352  0.159
H: -27.2104 27.1241 5.7248  0.082
H: -22.9695 24.1525 -1.7851  0.122
H: -28.0642 24.6783 2.3322  0.122
H: -22.6131 22.1363 0.8490  0.095
C: -29.6703 23.8293 3.4883  -0.090
H: -24.5753 21.6819 1.7416  0.073
H: -18.1075 19.1365 7.1839  0.071
H: -27.8044 21.8830 3.4625  0.108
N: -17.7058 20.0471 7.3555  0.151
H: -23.1852 25.0860 3.5106  0.043
H: -21.4115 18.1014 1.2395  0.095
O: -18.9195 22.2483 1.9319  0.006
H: -18.6055 23.9632 6.0563  0.070
C: -22.2218 17.9937 3.0227  -0.898
H: -17.0718 21.0835 3.9852  0.115
C: -27.3930 22.8195 3.0860  -0.115
H: -22.8242 20.7231 4.6810  0.087
C: -17.9175 21.6592 2.3579  -0.777
C: -24.9833 25.7480 1.6401  -0.047
C: -21.6286 22.1009 3.8938  -0.758
H: -29.9621 22.7995 3.6945  0.083
N: -22.3694 17.1003 3.9349  0.083
N: -16.7488 21.9601 1.9358  0.178
N: -22.0617 22.9808 0.9032  0.188
H: -24.1731 27.6088 2.3647  0.132
H: -20.2194 24.1313 5.4862  0.081
C: -25.2272 21.9935 2.5578  -0.164
C: -18.8112 25.3342 4.6254  -0.751
H: -24.6721 22.7986 3.0392  0.071
C: -24.2890 26.5959 2.7504  -0.383
H: -22.3842 23.9698 7.3530  0.083
H: -30.5295 24.4185 3.1680  0.080
H: -23.8660 22.9038 8.1003  0.087
N: -19.2518 24.4142 5.4246  0.170
H: -19.6442 26.4862 3.1217  0.116
H: -24.5907 22.6318 6.5788  0.060
C: -22.0923 23.9614 0.0144  -0.753
H: -22.4604 25.7496 2.2370  0.046
C: -27.4025 26.5424 4.8233  -0.099

Atomic forces in eV per Å
N 0.401 0.570 0.697
C -0.796 1.646 -1.761
H 0.142 0.113 0.597
H 0.188 0.291 -0.564
H 0.197 -0.157 -0.066
N -2.169 1.534 -1.457
O 1.100 -0.924 -0.399
C 3.059 -0.233 -0.239
H -0.580 -0.147 0.329
H 0.043 -0.017 0.258
C -1.513 3.020 1.947
H 0.244 0.534 -0.328
H -0.072 -0.350 0.457
H 0.281 0.020 0.411
H 0.199 0.634 -0.238
H -0.210 0.176 0.276
O -1.015 1.744 -0.396
N -3.672 -1.478 3.666
N -2.358 -0.115 -1.838
H 0.190 0.000 -0.063
H 0.474 0.134 0.155
H -0.210 0.538 -0.373
H -0.038 0.217 -0.645
H -0.118 0.195 -0.004
N 0.695 1.739 -2.076
O -0.597 -1.608 -0.157
H 0.435 -0.795 -0.428
N 1.247 -0.237 -1.027
N 0.569 -0.255 0.656
H -0.125 -0.187 -0.126
O 0.137 0.717 -0.764
C 0.519 -1.401 0.042
O 0.835 0.885 0.204
H -0.069 -0.065 0.496
H -0.150 -0.314 0.326
H -0.193 0.160 -0.297
H 0.026 0.177 -0.505
O -1.107 -0.234 -0.203
O -2.410 1.663 0.967
H 0.120 0.315 0.010
H -0.094 -0.309 -0.295
O 0.445 -1.268 1.229
H 0.398 0.438 0.594
H 0.528 -0.333 -0.583
H 0.308 0.347 0.060
H -0.659 -0.574 0.080
N 0.204 -3.884 5.235
H 0.889 -0.711 0.437
N -4.190 -1.179 -6.622
H 0.193 -0.611 0.497
H 0.218 0.207 0.447
H -0.372 0.359 -0.156
H 0.333 0.376 0.070
C -1.153 0.484 0.525
H -0.107 -0.042 -0.239
H 0.237 0.062 0.082
H -0.352 -0.279 0.015
N 2.320 -2.585 0.741
H 0.161 -0.249 0.095
H 0.470 -0.451 -0.165
O -0.589 -0.785 -1.245
H -0.076 -0.043 -0.096
C 0.368 -1.001 -1.338
H -0.249 -0.393 0.136
C -0.271 -0.785 -1.870
H 0.095 -0.022 0.275
C -4.193 4.489 -1.707
C -0.506 0.427 0.034
C 0.650 2.110 -1.199
H -0.443 0.171 0.571
N -0.948 -2.559 3.705
N 5.615 0.369 -2.098
N 1.421 -0.568 2.297
H 0.138 0.099 0.260
H 0.231 0.109 -0.404
C 1.019 -0.659 -0.397
C 3.644 1.611 -0.981
H -0.110 -0.014 0.566
C -0.749 -2.090 -0.350
H -0.026 0.157 -0.068
H -0.205 -0.474 -0.900
H -1.157 0.198 0.681
N -0.677 -2.900 3.142
H 0.242 -0.269 0.412
H 0.015 -0.133 -0.396
C 2.684 3.031 3.339
H 0.052 0.129 -0.405
C 0.551 1.493 -1.550

Its expectation value of S² is 0.75. The maximum force comes out at 7.92 eV/A. The lowest unoccupied orbital energy (alpha / beta) is 2.29 / 2.22 eV. The gap between HOMO and LUMO (alpha / beta) comes out at 2.48 / 8.42 eV. Its electronic energy is -55656.320 eV. The multiplicity is 2. As for the highest occupied orbital energy (alpha / beta): -0.007 / -0.228 Ha. Its charge is -1.